The following is a quantum chemistry calculation of 5 unconnected molecules or ions with the total composition C44H47F6N2O2S, from the OMol25 dataset.

Atoms and positions in Å:
C 2.957 -1.344 1.008
C 1.744 -0.519 1.350
O 1.428 0.425 0.334
C 0.058 0.793 0.403
C -0.846 -0.111 -0.412
C -2.263 0.469 -0.503
C -2.913 0.801 0.855
C -4.288 0.154 1.106
C -4.424 -1.337 0.966
C -3.466 -2.260 1.379
F -2.352 -1.828 1.950
C -3.640 -3.644 1.249
S -2.383 -4.757 1.803
C -4.837 -4.105 0.710
C -5.125 -5.555 0.573
C -4.455 -6.340 -0.351
C -4.754 -7.694 -0.398
N -5.637 -8.299 0.393
C -6.277 -7.518 1.259
C -6.065 -6.153 1.396
C -5.777 -3.168 0.300
O -6.949 -3.570 -0.228
N -5.578 -1.843 0.445
C -6.682 -0.963 0.017
C -6.577 -0.612 -1.475
C -7.520 0.519 -1.785
F -8.814 0.032 -1.720
H 3.831 -0.739 0.818
H 3.174 -1.977 1.868
H 2.781 -2.008 0.171
H 1.947 0.010 2.285
H 0.910 -1.199 1.541
H -0.223 0.842 1.457
H -0.017 1.812 0.027
H -0.445 -0.101 -1.425
H -0.824 -1.152 -0.094
H -2.128 1.408 -1.035
H -2.902 -0.147 -1.137
H -3.104 1.864 0.875
H -2.251 0.624 1.687
H -4.995 0.675 0.474
H -4.570 0.390 2.134
H -1.487 -4.537 0.824
H -3.708 -5.926 -1.009
H -4.237 -8.310 -1.119
H -7.012 -7.991 1.895
H -6.621 -5.601 2.136
H -6.845 -3.817 -1.156
H -7.627 -1.444 0.221
H -6.678 -0.040 0.577
H -6.842 -1.462 -2.095
H -5.548 -0.306 -1.656
H -7.447 1.331 -1.063
H -7.371 0.921 -2.783
F 5.390 1.004 0.883
C 5.424 1.512 -0.369
C 6.526 2.249 -0.751
C 6.567 2.773 -2.035
C 5.508 2.562 -2.907
C 4.408 1.820 -2.497
C 4.359 1.281 -1.220
H 7.336 2.408 -0.053
H 7.426 3.345 -2.352
H 5.541 2.975 -3.907
H 3.581 1.658 -3.176
H 3.510 0.701 -0.891
F -1.735 3.234 2.101
C -1.672 4.568 2.351
C -2.058 5.448 1.362
C -1.996 6.809 1.621
C -1.544 7.265 2.852
C -1.157 6.358 3.829
C -1.223 4.994 3.582
H -2.399 5.072 0.406
H -2.299 7.515 0.860
H -1.493 8.327 3.049
H -0.801 6.712 4.787
H -0.932 4.270 4.332
F 1.005 -5.003 -0.075
C 1.853 -5.412 -1.054
C 1.526 -5.158 -2.369
C 2.400 -5.572 -3.364
C 3.574 -6.233 -3.030
C 3.879 -6.478 -1.698
C 3.015 -6.062 -0.696
H 0.603 -4.645 -2.607
H 2.164 -5.376 -4.401
H 4.252 -6.555 -3.808
H 4.792 -6.994 -1.437
H 3.237 -6.235 0.349
F 9.103 4.040 -0.714
C 9.013 5.367 -0.470
C 8.404 6.181 -1.404
C 8.313 7.541 -1.144
C 8.834 8.064 0.031
C 9.444 7.225 0.953
C 9.534 5.863 0.707
H 8.011 5.755 -2.317
H 7.835 8.192 -1.863
H 8.764 9.125 0.228
H 9.854 7.632 1.868
H 10.000 5.191 1.414

- HOMO energy (eV) = -10.3
- total charge = +1
- strongest force on any atom (eV Å⁻¹) = 0.893
- lowest unoccupied orbital energy (eV) = -4.068

Mulliken population analysis, charges in e, atoms 1 to 6: atom 1 (C): -1.2993, atom 2 (C): 0.1310, atom 3 (O): -0.2572, atom 4 (C): -0.6265, atom 5 (C): -0.4579, atom 6 (C): -0.5867